Below is C47H58CuN2P2S2SbSi3 as an isolated structure, with properties calculated with ωB97M-V with the def2-TZVPD basis set.

Element x y z (Å)
1 Cu 1.124 -1.156 -0.556
2 S 0.311 -0.255 -2.720
3 P 1.782 1.017 -1.920
4 C 2.211 0.502 -0.324
5 P 3.700 0.403 0.622
6 S 4.009 -1.489 0.958
7 C 3.379 1.224 2.229
8 C 2.135 1.023 2.841
9 C 1.893 1.683 4.027
10 C 2.784 2.689 4.493
11 C 4.036 2.822 3.914
12 C 4.347 2.064 2.792
13 C 5.165 1.289 0.037
14 C 6.297 0.531 -0.247
15 C 7.371 1.151 -0.901
16 C 7.351 2.523 -1.131
17 C 6.211 3.301 -0.800
18 C 5.144 2.689 -0.133
19 C 3.088 0.684 -3.078
20 C 3.405 -0.655 -3.363
21 C 4.249 -0.951 -4.436
22 C 4.758 0.081 -5.237
23 C 4.617 1.387 -4.839
24 C 3.854 1.680 -3.696
25 C 1.441 2.773 -2.034
26 C 1.155 3.485 -0.846
27 C 0.775 4.833 -0.967
28 C 0.699 5.484 -2.185
29 C 1.074 4.764 -3.366
30 C 1.364 3.416 -3.279
31 H 1.435 0.305 2.416
32 H 1.037 1.497 4.645
33 H 2.519 3.278 5.389
34 H 4.737 3.568 4.348
35 H 5.339 2.033 2.376
36 H 6.310 -0.519 0.084
37 H 8.282 0.560 -1.184
38 H 8.269 2.947 -1.492
39 H 6.139 4.377 -0.995
40 H 4.342 3.292 0.281
41 H 2.956 -1.459 -2.757
42 H 4.427 -2.000 -4.718
43 H 5.456 -0.165 -6.076
44 H 5.184 2.217 -5.325
45 H 3.939 2.715 -3.261
46 H 1.238 2.892 0.070
47 H 0.568 5.361 -0.034
48 H 0.401 6.532 -2.350
49 H 0.990 5.240 -4.373
50 H 1.623 2.821 -4.185
51 C -2.740 -2.106 -2.303
52 Sb -1.597 -1.135 -0.702
53 C -0.010 -2.584 0.274
54 C -0.017 -2.838 1.718
55 C -0.778 -3.938 2.314
56 C -0.641 -4.116 3.683
57 C 0.116 -3.230 4.456
58 C 0.774 -2.167 3.785
59 N 0.686 -1.994 2.472
60 Si 0.512 -4.086 -0.871
61 C 2.178 -4.707 -0.217
62 C 0.840 -3.661 -2.682
63 C -0.735 -5.520 -1.082
64 C -4.369 0.039 0.653
65 C -3.335 0.760 1.355
66 C -3.633 1.608 2.483
67 C -2.606 2.290 3.148
68 C -1.287 2.228 2.674
69 C -1.054 1.351 1.605
70 N -2.018 0.692 0.932
71 Si -5.139 0.900 -0.840
72 C -6.174 -0.401 -1.738
73 C -3.846 1.630 -2.020
74 C -6.294 2.332 -0.317
75 Si -5.276 -1.177 1.775
76 C -6.097 -2.638 0.904
77 C -6.747 -0.334 2.656
78 C -4.124 -1.921 3.069
79 H -2.399 -3.155 -2.332
80 H -2.603 -1.606 -3.255
81 H -3.778 -2.025 -2.042
82 H -1.371 -4.637 1.746
83 H -1.149 -5.010 4.116
84 H 0.226 -3.408 5.525
85 H 1.463 -1.414 4.287
86 H 2.798 -3.884 0.258
87 H 2.705 -5.121 -1.086
88 H 2.096 -5.587 0.461
89 H 1.732 -3.027 -2.804
90 H -0.007 -3.121 -3.162
91 H 0.950 -4.602 -3.228
92 H -1.773 -5.182 -1.203
93 H -0.690 -6.284 -0.277
94 H -0.442 -6.007 -2.030
95 H -4.677 1.793 2.819
96 H -2.844 2.820 4.075
97 H -0.495 2.734 3.198
98 H -0.079 1.150 1.181
99 H -6.396 0.054 -2.717
100 H -7.132 -0.632 -1.257
101 H -5.736 -1.408 -1.891
102 H -3.342 0.983 -2.774
103 H -3.052 2.101 -1.345
104 H -4.396 2.467 -2.569
105 H -7.127 1.931 0.314
106 H -6.784 2.864 -1.166
107 H -5.720 3.121 0.273
108 H -6.669 -2.420 -0.015
109 H -6.822 -3.176 1.624
110 H -5.263 -3.378 0.612
111 H -7.671 -0.090 2.094
112 H -6.430 0.659 3.113
113 H -7.035 -1.087 3.489
114 H -3.307 -2.564 2.656
115 H -4.707 -2.515 3.848
116 H -3.584 -1.096 3.565

The expectation value of S² is 0.76. Its charge is -1. The value obtained for the HOMO energy (alpha / beta) is -3.323 / -3.279 eV. As for the spin multiplicity: 2. Its lowest unoccupied orbital energy (alpha / beta) is 2.1 / 0.9 eV.